# C47H119N9O10

A cluster of 10 separate species, C47H119N9O10 in total (ωB97M-V/def2-TZVPD, the OMol25 dataset).

Last column: Mulliken charge in e.
Cartesian coordinates (Å):
C: -2.52 0.19 2.45  -0.893
C: -3.86 0.17 3.18  2.186
C: -3.92 1.33 4.19  -2.127
C: -5.02 0.39 2.24  -1.090
C: -5.36 -0.82 1.36  -0.163
C: -5.59 -2.03 2.26  -1.474
C: -4.51 -2.31 3.30  1.879
C: -5.11 -3.25 4.36  -2.144
C: -3.31 -3.12 2.74  -1.578
N: -4.05 -1.08 3.92  0.102
O: -3.16 -1.19 5.03  -0.498
H: -1.66 0.16 3.13  0.123
H: -2.42 -0.65 1.77  -0.158
H: -2.35 1.11 1.87  0.166
H: -4.49 1.09 5.09  0.469
H: -2.99 1.58 4.71  0.256
H: -4.30 2.22 3.68  0.395
H: -5.92 0.88 2.59  0.411
H: -4.71 1.16 1.51  0.192
H: -6.10 -0.57 0.60  0.524
H: -4.46 -1.07 0.78  -0.262
H: -5.65 -2.93 1.64  0.502
H: -6.61 -2.09 2.65  0.395
H: -5.92 -2.75 4.89  0.484
H: -4.35 -3.43 5.12  0.393
H: -5.51 -4.18 3.95  0.376
H: -3.64 -4.08 2.34  0.528
H: -2.57 -3.33 3.51  0.353
H: -2.86 -2.57 1.91  0.215
H: -2.35 -1.50 4.57  0.387
C: 1.13 5.24 -0.45  -1.980
C: -0.34 5.43 -0.92  1.889
C: -0.30 6.28 -2.20  -2.099
C: -1.01 4.10 -1.27  1.448
C: -2.51 4.26 -1.45  -0.597
C: -3.14 4.91 -0.21  -1.710
C: -2.51 6.24 0.20  1.657
C: -2.98 7.37 -0.72  -1.839
C: -3.05 6.54 1.61  -1.946
N: -1.05 6.04 0.21  1.091
O: -0.35 7.12 0.91  -0.625
H: 1.51 6.26 -0.35  0.558
H: 1.14 4.82 0.56  0.019
H: 1.85 4.73 -1.09  0.370
H: -1.08 6.13 -2.95  0.286
H: -0.32 7.34 -1.91  0.443
H: 0.64 6.17 -2.75  0.343
H: -0.49 3.70 -2.14  -1.158
H: -0.93 3.39 -0.43  -0.539
H: -2.75 4.74 -2.40  0.282
H: -3.02 3.29 -1.48  0.494
H: -3.32 4.14 0.54  0.377
H: -4.14 5.16 -0.61  0.427
H: -2.82 7.10 -1.77  0.361
H: -2.60 8.36 -0.51  0.343
H: -4.07 7.38 -0.66  0.466
H: -2.59 5.98 2.43  0.255
H: -4.09 6.22 1.66  0.463
H: -2.97 7.62 1.76  0.363
H: 0.08 6.63 1.65  0.451
C: 2.18 4.63 -5.59  -0.882
O: 1.15 4.04 -4.85  -0.137
C: 1.01 2.68 -5.19  -1.422
C: 0.03 1.98 -4.25  2.387
C: 0.00 0.51 -4.59  -1.063
N: -1.33 2.54 -4.35  -0.778
H: 1.97 4.80 -6.65  0.328
H: 3.18 4.19 -5.57  0.348
H: 2.29 5.62 -5.13  0.255
H: 0.72 2.62 -6.24  0.507
H: 1.90 2.06 -5.07  0.421
H: 0.48 2.27 -3.29  -0.750
H: 1.01 0.09 -4.63  -0.094
H: -0.49 0.34 -5.55  0.622
H: -0.52 -0.11 -3.85  -0.363
H: -1.25 3.55 -4.24  0.318
H: -1.91 2.28 -3.56  0.242
C: 3.06 -3.55 7.53  -0.704
O: 2.76 -3.22 6.19  -0.323
C: 2.00 -2.04 6.08  -1.185
C: 1.70 -1.62 4.66  0.813
C: 1.09 -0.25 4.54  -0.133
N: 0.72 -2.58 4.11  -0.273
H: 3.36 -4.59 7.56  0.242
H: 2.16 -3.38 8.14  0.311
H: 3.88 -2.93 7.92  0.268
H: 1.09 -2.05 6.69  0.413
H: 2.66 -1.25 6.48  0.473
H: 2.67 -1.58 4.13  0.166
H: 0.87 -0.03 3.49  -0.806
H: 1.72 0.57 4.88  0.510
H: 0.10 -0.24 5.01  0.209
H: 0.84 -2.87 3.14  -0.002
H: 0.83 -3.44 4.65  0.316
C: 4.22 2.96 3.86  -0.889
O: 2.90 3.32 4.13  -0.148
C: 2.66 4.66 3.78  -0.754
C: 1.16 4.86 3.87  0.227
C: 0.35 3.73 3.21  -0.558
N: 0.56 6.16 3.45  -0.545
H: 4.93 3.50 4.51  0.372
H: 4.62 3.13 2.85  0.339
H: 4.37 1.93 4.18  0.238
H: 3.18 5.45 4.34  0.359
H: 3.02 4.75 2.74  0.310
H: 0.98 4.74 4.95  0.383
H: 0.34 2.84 3.84  0.433
H: 0.69 3.42 2.22  -0.360
H: -0.65 4.14 3.02  0.171
H: -0.39 6.06 3.78  0.234
H: 1.06 6.83 4.04  0.251
C: 6.64 0.32 0.44  -0.735
O: 5.96 0.14 -0.77  -0.251
C: 6.28 -1.02 -1.47  -0.984
C: 5.70 -0.95 -2.89  2.130
C: 6.14 -2.08 -3.82  -1.660
N: 5.97 0.31 -3.57  -0.676
H: 6.01 1.04 0.98  0.073
H: 7.58 0.88 0.37  0.316
H: 6.70 -0.51 1.15  0.376
H: 7.36 -1.21 -1.59  0.440
H: 5.88 -1.94 -1.02  0.348
H: 4.63 -1.07 -2.64  -1.020
H: 5.70 -3.07 -3.70  0.255
H: 7.23 -2.15 -3.76  0.442
H: 5.84 -1.84 -4.84  0.401
H: 6.95 0.49 -3.73  0.251
H: 5.55 1.03 -2.99  0.328
C: -1.57 -3.20 -5.83  -0.938
O: -0.39 -2.65 -5.25  0.027
C: 0.82 -2.95 -5.92  -0.958
C: 1.88 -3.41 -4.96  0.121
C: 2.12 -2.50 -3.73  -0.559
N: 3.20 -3.59 -5.60  -0.549
H: -2.43 -2.66 -5.45  0.222
H: -1.59 -4.25 -5.52  0.303
H: -1.54 -3.15 -6.92  0.372
H: 0.62 -3.81 -6.58  0.551
H: 1.05 -2.08 -6.54  0.273
H: 1.75 -4.37 -4.44  0.192
H: 2.63 -1.56 -3.93  -0.030
H: 2.63 -3.18 -3.03  0.538
H: 1.25 -2.36 -3.07  -0.042
H: 3.63 -4.48 -5.36  0.262
H: 3.18 -3.66 -6.61  0.217
C: -1.50 -5.81 -2.21  -0.575
O: -2.54 -6.69 -1.88  -0.333
C: -2.15 -7.89 -1.26  -0.660
C: -3.38 -8.68 -0.88  0.488
C: -3.96 -8.12 0.44  -1.356
N: -2.97 -10.11 -0.64  -0.776
H: -1.15 -6.10 -3.21  0.264
H: -0.66 -5.77 -1.51  0.273
H: -1.88 -4.78 -2.28  0.215
H: -1.47 -8.49 -1.89  0.269
H: -1.48 -7.74 -0.40  0.264
H: -4.13 -8.69 -1.67  0.323
H: -3.20 -8.03 1.20  0.322
H: -4.93 -8.58 0.66  0.388
H: -4.35 -7.10 0.30  0.308
H: -3.89 -10.57 -0.52  0.294
H: -2.84 -10.39 -1.62  0.294
C: -1.47 -1.50 -1.38  -0.498
O: -0.15 -1.07 -1.09  1.690
C: -0.03 0.34 -0.99  -0.434
C: 1.37 0.79 -0.58  1.752
C: 2.40 0.07 -1.44  -1.125
N: 1.66 0.33 0.77  -0.011
H: -2.10 -1.29 -0.52  -0.446
H: -1.40 -2.59 -1.41  -0.031
H: -1.78 -1.12 -2.35  0.293
H: -0.27 0.71 -1.99  -0.880
H: -0.84 0.68 -0.34  0.253
H: 1.28 1.87 -0.78  -0.645
H: 2.32 -1.01 -1.56  -0.088
H: 3.35 0.16 -0.90  0.333
H: 2.52 0.48 -2.45  0.275
H: 0.99 0.62 1.47  -0.359
H: 2.60 0.53 1.08  0.160
C: 1.58 -3.71 0.38  -0.341
O: 0.63 -2.96 1.08  -0.590
H: 1.38 -4.78 0.45  0.357
H: 1.46 -3.54 -0.70  -0.160
H: 2.62 -3.45 0.61  0.205
H: 0.46 -2.13 0.62  0.111

energy = -3107.0047 a.u.
spin multiplicity = 1
structure (SMILES) = CC1(C)CCCC(C)(C)N1O.CC1(C)CCCC(C)(C)N1O.COC[C@H](C)N.COC[C@H](C)N.COC[C@H](C)N.COC[C@H](C)N.COC[C@H](C)N.COC[C@H](C)N.COC[C@H](C)N.CO
net charge = 0
gap between HOMO and LUMO = 8.32 eV
relative energy (zero: lowest compared OMol25 entry of this formula, charge and spin) = 0.909 eV
HOMO energy = -0.28821 Ha

***

# C2H3N3OS

An isolated molecule of C2H3N3OS (ωB97M-V/def2-TZVPD, the OMol25 dataset).

Last column: Mulliken charge in e.
Cartesian coordinates (Å):
H: -0.01 2.44 0.02  0.212
N: 0.52 1.68 -0.01  -0.572
C: -0.02 0.58 -0.29  0.567
C: -1.44 -0.02 -0.17  -0.316
N: -1.27 -1.30 0.11  -0.168
O: -0.13 -1.78 -0.16  -0.094
N: 0.73 -0.57 -0.56  -0.045
S: 2.23 -0.66 -0.08  -0.082
H: -2.47 0.26 0.00  0.369
H: 1.86 -0.62 1.14  0.130

energy = -715.5307 a.u.
spin multiplicity = 1
structure (SMILES) = [H]/N=c1\cnon1S
net charge = 0
gap between HOMO and LUMO = 10.11 eV
relative energy (zero: lowest compared OMol25 entry of this formula, charge and spin) = 4.505 eV
HOMO energy = -0.35221 Ha